A 6-piece molecular cluster, C36H69N12O9P3 overall, computed with ωB97M-V with the def2-TZVPD basis set.

```
129
Properties=species:S:1:pos:R:3:mulliken_charge:R:1
P 0.74480 -0.30080 -0.24204 0.183
P 7.28912 2.21514 -2.23582 0.433
P -6.38102 -0.10969 -1.71019 -0.339
O 2.76139 -4.62088 3.47241 -0.611
O -2.18335 5.51261 3.99430 -0.590
O 3.19977 -2.96741 4.75583 -0.615
O 6.62500 3.00608 -1.16215 -0.950
O -3.71166 -3.69132 1.16269 -0.488
O 0.73065 0.20965 -1.62481 -0.985
O -3.04386 -5.73240 1.17884 -0.613
O -1.70798 6.03814 6.02324 -0.610
O -6.23964 -1.29754 -2.60174 -0.756
N -1.46303 5.48874 4.96831 1.020
N 0.77899 -1.98678 -0.15140 0.768
N 2.41496 -3.68464 4.15979 1.079
N 8.91636 2.01551 -2.01720 0.147
N -7.78329 0.79431 -1.73945 0.334
N 2.13721 0.25243 0.55876 0.836
N -6.16523 -0.51962 -0.09410 0.556
N 7.09994 2.81054 -3.79907 0.235
N -5.16495 1.02552 -2.07495 0.641
N -0.62446 0.11417 0.63611 0.547
N -3.49867 -4.76087 0.59495 0.986
N 6.60826 0.68580 -2.35064 0.495
C 0.55966 -2.28800 4.98374 -0.464
C -1.78372 0.72660 -0.04444 -1.117
C 1.00517 -3.26601 4.13140 -0.182
C -4.81601 -4.05594 -2.81203 -0.616
C -0.42827 -2.59387 -0.64818 -1.557
C -1.25138 -3.65285 3.36889 -0.347
C 6.27916 0.11545 -1.03163 -1.233
C -5.51591 -6.26361 -2.11473 -0.645
C -4.08985 0.67760 -2.99416 -0.900
C 0.67732 4.53191 5.93661 -0.372
C -4.04547 -3.92007 -1.66166 0.306
C -0.24902 4.63203 4.92001 -0.119
C 2.30788 -0.00626 1.97018 -0.833
C 5.72166 2.96617 -4.29408 -1.054
C -5.35978 2.44109 -1.78535 -0.948
C -8.48475 0.93439 -3.00292 -1.136
C -0.78457 -1.97106 5.01511 -0.396
C 1.81920 3.76581 5.77280 -0.635
C 6.63629 -0.21609 -3.49233 -1.199
C -0.90075 -0.49059 1.93389 -0.744
C 1.97962 3.06779 4.58189 -0.341
C -0.07363 3.93319 3.72943 -0.442
C -5.54515 -5.21622 -3.00689 -0.403
C 9.79153 1.38710 -2.97629 -0.903
C 9.56773 3.02068 -1.10478 -1.044
C 2.87366 1.37458 -0.01465 -1.387
C -1.72385 -2.63405 4.22141 -0.737
C 2.05779 -2.67871 -0.17776 -0.937
C 0.09749 -3.98512 3.36093 -0.153
C -5.56232 0.35486 0.88802 -0.824
C -4.75719 -6.13321 -0.96715 -0.391
C 7.91258 3.97214 -4.18436 -0.992
C -4.02265 -4.96224 -0.74142 -0.221
C -8.41634 1.48117 -0.62209 -1.050
C -6.37364 -1.91374 0.30037 -1.008
C 1.05438 3.13011 3.53899 -0.137
H -3.46158 -3.02449 -1.49390 0.378
H 5.77497 3.34818 -5.31641 0.421
H -6.00881 -7.21618 -2.24908 0.388
H 0.47463 -4.76831 2.71704 0.523
H 1.89704 -0.99661 2.18169 0.175
H 7.13443 -1.12996 -3.16609 0.394
H 1.26074 -1.77818 5.63162 0.480
H -4.88406 -3.22703 -3.50060 0.359
H -0.12815 -0.19448 2.63939 -0.009
H -9.06982 0.78279 -0.08612 0.301
H 2.57599 3.72219 6.54062 0.415
H 5.64942 -0.44398 -3.90746 0.263
H -4.70769 -6.87757 -0.18382 0.445
H -1.15179 -1.11056 5.56085 0.398
H 7.13305 0.14130 -0.35411 0.368
H 2.91298 -2.00706 -0.22356 0.230
H 5.14460 3.69785 -3.72737 0.331
H -7.06943 -2.37101 -0.39529 0.295
H -4.37906 0.93423 -4.01655 0.278
H -5.53896 -0.05911 1.89897 0.420
H 7.15795 0.25780 -4.32462 0.455
H -1.84846 -0.24123 2.41094 0.481
H 9.31610 3.98594 -1.54878 0.350
H -0.89144 -1.57797 1.83417 0.039
H -9.57624 0.89574 -2.99700 0.404
H 2.01434 -3.32429 -1.05906 0.414
H 7.44011 4.88775 -3.81282 0.345
H 1.16568 2.53277 2.65068 0.535
H -3.15960 1.17994 -2.72118 0.346
H -1.92241 -4.27092 2.79253 0.523
H -2.26020 1.37752 0.68078 0.521
H 5.39422 0.62934 -0.68448 0.191
H 2.86529 2.44301 4.52748 0.409
H 5.26652 1.98204 -4.37179 0.241
H 10.64723 2.92223 -1.17845 0.396
H -2.33548 -0.04105 -0.59154 0.296
H -3.91546 -0.39247 -2.89566 0.085
H -0.88712 -2.03193 -1.46540 0.353
H -5.45109 -2.48531 0.42395 0.264
H 2.43028 2.35640 0.18958 0.213
H -6.13929 -5.27945 -3.91150 0.392
H 6.01469 -0.94308 -1.08372 0.434
H -0.21851 -3.56461 -1.11778 0.543
H 9.27152 0.78022 -3.71828 0.262
H -8.10771 0.25731 -3.76736 0.295
H 10.35078 2.07408 -3.62599 0.363
H 1.78172 0.73036 2.57884 -0.225
H -6.71747 -1.89351 1.34086 0.485
H -4.42432 2.99767 -1.77298 0.356
H 2.79171 1.38897 -1.10228 0.440
H -5.95261 2.61179 -0.89030 0.309
H -1.42845 1.36475 -0.85854 0.317
H -2.77870 -2.44899 4.35954 0.496
H -1.08957 -2.87254 0.18087 0.263
H 2.21079 -3.24051 0.75249 0.166
H -4.51057 0.57045 0.69494 0.151
H 7.94680 4.02902 -5.27193 0.321
H -7.74309 1.84911 0.14550 0.339
H -0.78175 3.82777 2.92070 0.514
H 0.62335 5.18132 6.80227 0.416
H 3.90860 1.29469 0.29388 0.447
H 8.92518 3.94111 -3.78858 0.308
H -8.31563 1.93624 -3.42776 0.358
H -6.09337 1.30123 0.98863 0.236
H 10.51539 0.75629 -2.45792 0.343
H -9.06936 2.27951 -0.96962 0.403
H 3.34962 -0.04554 2.29853 0.487
H -5.96151 2.93303 -2.56301 0.277
H 9.13686 2.91424 -0.11711 0.248
```

Computed properties:
**E_LUMO**: -0.02146 Ha
**Gap between HOMO and LUMO**: 7.86 eV
**HOMO level**: -0.31036 Eh
**E**: -102621.1875 eV